# C5H6N2S

2 unconnected molecules or ions with the total composition C5H6N2S in a non-equilibrium geometry (the ωB97M-V functional and the def2-TZVPD basis, the OMol25 dataset).

The LUMO energy is 0.850 eV. The value obtained for the energy relative to the best compared isomer or geometry (same formula, charge and spin) is 80.17 kcal per mole. The charge is 0. The value obtained for the frontier orbital gap is 8.5 eV. The calculation puts the HOMO energy at -7.62 eV.

```
14
C5H6N2S (the ωB97M-V functional and the def2-TZVPD basis)
C -2.21 -2.10 -0.49
C 0.00 -1.18 -0.91
C 1.12 -1.86 -0.76
C 0.93 0.03 0.88
C -0.16 -0.10 0.07
N -3.01 -1.25 -0.36
N -1.10 0.88 0.04
S 2.04 -1.22 0.58
H -0.78 -1.18 -1.73
H 1.73 -2.58 -1.34
H 1.27 0.54 1.81
H -3.82 -0.78 -0.29
H -2.00 0.54 -0.30
H -1.42 1.37 0.90
```